*w*
Below is C6H9N as an isolated structure, with properties calculated with the ωB97M-V functional and the def2-TZVPD basis.

Element x y z (Å)
C: -1.702 0.646 -0.030
C: -0.261 -0.818 0.273
C: 1.120 -1.341 -0.184
C: 1.851 -0.229 -0.021
C: 1.129 1.182 0.035
C: -0.257 0.516 -0.341
H: -1.974 0.734 0.978
H: -2.429 1.135 -0.621
H: -2.437 -1.437 0.214
H: -0.322 -0.789 1.362
H: 1.517 -2.377 -0.314
H: 2.986 -0.276 -0.216
H: 1.052 1.631 1.027
H: 1.589 1.921 -0.562
H: -0.235 0.370 -1.349
N: -1.627 -0.869 -0.250

Results
Gap between HOMO and LUMO, eV: 10.03
LUMO level, eV: 1.2
Net charge: 0
HOMO energy, eV: -8.814

Mulliken atomic charge list, values in e, 8 entries: -0.53 0.12 -0.72 -0.14 -0.75 -0.02 0.31 0.29

*x*
Below is C6H9N as an isolated structure, with properties calculated with the ωB97M-V functional and the def2-TZVPD basis.

Element x y z (Å)
C: 2.842 0.520 2.376
C: 1.872 0.033 1.406
C: 1.067 -0.200 0.539
C: 0.120 -0.216 -0.508
C: -1.152 0.247 -0.299
C: -2.063 0.242 -1.458
N: -2.195 -1.176 -1.098
H: 2.684 1.588 2.569
H: 3.858 0.402 1.986
H: 2.778 -0.010 3.330
H: -1.232 -1.569 -1.010
H: 0.510 -0.024 -1.504
H: -1.602 0.436 0.674
H: -1.584 0.379 -2.438
H: -3.008 0.803 -1.418
H: -2.981 -1.445 -0.533

Results
Gap between HOMO and LUMO, eV: 8.23
LUMO level, eV: 1.1
Net charge: 0
HOMO energy, eV: -7.167

Mulliken atomic charge list, values in e, 8 entries: -1.22 0.94 -0.28 -1.06 -0.09 -0.34 -0.61 0.27

*y*
Below is one molecule with the formula C6H9N, with properties calculated with the ωB97M-V functional and the def2-TZVPD basis.

Element x y z (Å)
C: -1.367 -1.565 1.083
N: -1.907 -0.559 0.542
C: -0.995 -0.312 -0.571
C: -0.888 1.187 -0.589
C: 0.301 0.384 -0.260
C: 1.430 0.442 0.697
C: 1.678 0.384 -0.800
H: -1.159 -1.529 2.137
H: -1.030 -2.425 0.493
H: -0.985 -1.000 -1.423
H: -1.394 1.664 0.255
H: -1.053 1.636 -1.545
H: 1.673 -0.448 1.276
H: 1.618 1.383 1.206
H: 2.000 1.298 -1.298
H: 2.077 -0.541 -1.205

Results
Gap between HOMO and LUMO, eV: 9.78
LUMO level, eV: 0.9
Net charge: 0
HOMO energy, eV: -8.909

Mulliken atomic charge list, values in e, 8 entries: -0.45 -0.51 -0.16 -0.74 0.46 -0.50 -0.65 0.31

*z*
Below is one molecule with the formula C6H9N, with properties calculated with the ωB97M-V functional and the def2-TZVPD basis.

Element x y z (Å)
C: -1.781 1.139 -0.509
C: 0.650 0.540 0.204
C: 0.875 -0.458 -0.901
C: 2.157 -0.941 -0.378
C: 3.205 -1.233 0.142
C: -0.369 -0.044 1.154
N: -1.637 -0.008 0.394
H: -1.041 1.093 -1.316
H: -1.677 2.126 -0.033
H: -2.760 1.071 -0.990
H: 1.039 0.025 -1.870
H: 0.142 -1.273 -1.006
H: 4.153 -1.499 0.551
H: -0.135 -1.097 1.401
H: -0.422 0.526 2.096
H: -2.399 0.034 1.062

Results
Gap between HOMO and LUMO, eV: 8.23
LUMO level, eV: -0.2
Net charge: 0
HOMO energy, eV: -8.393

Mulliken atomic charge list, values in e, 8 entries: -0.79 -0.49 -0.22 -0.71 0.29 -0.36 -0.40 0.24

Most stable pick: *w*. Distance to second place: 41.2 kJ/mol.

*w*
Below is one molecule with the formula C6H9N, with properties calculated with the ωB97M-V functional and the def2-TZVPD basis.

Element x y z (Å)
C: -0.904 0.687 2.254
C: -0.473 0.935 1.123
C: -0.195 0.939 -0.262
C: 1.298 1.035 -0.507
C: 1.212 -0.529 -0.552
N: -0.194 -0.403 -0.817
C: -1.193 -1.350 -0.433
H: -0.895 0.802 3.329
H: -0.973 1.568 -0.743
H: 1.545 1.454 -1.451
H: 2.015 1.509 0.205
H: 1.797 -1.070 -1.366
H: 1.498 -1.051 0.388
H: -1.325 -2.093 -1.241
H: -1.069 -1.729 0.600
H: -2.143 -0.706 -0.527

Results
Gap between HOMO and LUMO, eV: 9.75
LUMO level, eV: 1.1
Net charge: 0
HOMO energy, eV: -8.695

Mulliken atomic charge list, values in e, 8 entries: -0.23 -0.55 0.26 -0.70 -0.51 -0.11 -0.91 0.36

*x*
Below is one molecule with the formula C6H9N, with properties calculated with the ωB97M-V functional and the def2-TZVPD basis.

Element x y z (Å)
C: 3.356 0.454 0.246
C: 2.007 -0.042 -0.032
C: 0.899 -0.455 -0.263
C: -0.453 -0.923 -0.593
N: -1.412 -0.619 0.464
C: -2.739 -0.247 0.005
C: -1.812 0.770 0.559
H: 3.872 0.723 -0.681
H: 3.955 -0.305 0.760
H: 3.321 1.344 0.882
H: -0.751 -0.473 -1.558
H: -0.446 -2.010 -0.737
H: -3.572 -0.624 0.592
H: -2.913 -0.219 -1.072
H: -1.366 1.478 -0.140
H: -1.946 1.149 1.570

Results
Gap between HOMO and LUMO, eV: 10.24
LUMO level, eV: 1.1
Net charge: 0
HOMO energy, eV: -9.165

Mulliken atomic charge list, values in e, 8 entries: -1.30 0.89 -0.18 -0.76 -0.34 -0.46 -0.25 0.30

Most stable pick: *x*. Distance to second place: 69.8 kJ/mol.

*w*
Below is one molecule with the formula C6H9N, with properties calculated with the ωB97M-V functional and the def2-TZVPD basis.

Element x y z (Å)
C: -1.388 -0.870 -0.633
C: -0.261 0.056 -1.001
C: 0.972 0.136 -0.221
C: 1.158 -0.584 1.059
C: -0.202 1.442 -0.435
C: -0.452 1.586 0.945
N: -0.413 1.356 2.084
H: -2.278 -0.563 -1.185
H: -1.145 -1.903 -0.899
H: -1.628 -0.825 0.434
H: -0.057 0.082 -2.065
H: 1.933 0.372 -0.660
H: 0.311 -1.006 1.606
H: 1.515 -1.359 0.294
H: 1.952 -0.236 1.739
H: -0.018 2.316 -1.063

Results
Gap between HOMO and LUMO, eV: 9.68
LUMO level, eV: 0.9
Net charge: 0
HOMO energy, eV: -8.830

Mulliken atomic charge list, values in e, 8 entries: -1.45 0.57 -0.29 -1.15 -0.61 0.33 -0.58 0.36

*x*
Below is one molecule with the formula C6H9N, with properties calculated with the ωB97M-V functional and the def2-TZVPD basis.

Element x y z (Å)
C: -2.695 -0.007 1.980
C: -1.432 0.294 1.304
C: -0.389 0.550 0.757
C: 0.857 0.922 0.075
N: 1.637 -0.230 -0.381
C: 2.055 -0.207 -1.773
C: 0.994 -1.134 -1.314
H: -3.386 0.840 1.906
H: -2.533 -0.216 3.041
H: -3.182 -0.879 1.532
H: 0.607 1.603 -0.757
H: 1.486 1.492 0.769
H: 3.063 -0.559 -1.979
H: 1.734 0.638 -2.384
H: -0.030 -0.921 -1.618
H: 1.215 -2.187 -1.157

Results
Gap between HOMO and LUMO, eV: 10.10
LUMO level, eV: 1.1
Net charge: 0
HOMO energy, eV: -9.041

Mulliken atomic charge list, values in e, 8 entries: -1.29 0.97 -0.25 -0.76 -0.31 -0.46 -0.26 0.30

*y*
Below is one molecule with the formula C6H9N, with properties calculated with the ωB97M-V functional and the def2-TZVPD basis.

Element x y z (Å)
C: 0.249 0.511 -0.250
C: -1.001 -0.217 -0.593
C: 1.621 0.390 -0.260
C: -3.212 -0.657 0.298
C: 4.010 -0.221 0.147
C: -2.307 0.459 -0.320
N: 2.816 0.355 -0.389
H: 0.095 1.464 0.302
H: -4.175 -0.224 0.348
H: -2.903 -0.957 1.303
H: -3.149 -1.678 -0.144
H: 4.286 -1.105 -0.504
H: 3.894 -0.677 1.097
H: 4.841 0.499 0.220
H: -2.427 1.424 0.196
H: -2.638 0.634 -1.450

Results
Gap between HOMO and LUMO, eV: 7.51
LUMO level, eV: 0.1
Net charge: 0
HOMO energy, eV: -7.418

Mulliken atomic charge list, values in e, 8 entries: -0.71 -0.57 0.80 -1.15 -0.67 0.01 -0.22 0.16

Most stable pick: *w*. Distance to second place: 34.7 kJ/mol.